{
  "formula": "C33H41N12OS2Si2Ti",
  "method": "wB97M-V/def2-TZVPD",
  "lumo_ev": [-0.431, -0.432],
  "s2": 0.756,
  "total_charge": 0,
  "total_energy_ha": -4239.588780,
  "spin_multiplicity": 2,
  "homo_lumo_gap_ev": [5.61, 5.69],
  "symbols": ["Ti", "C", "C", "N", "N", "C", "N", "S", "C", "C", "C", "C", "C", "N", "H", "H", "H", "H", "H", "H", "H", "H", "H", "C", "Si", "C", "C", "N", "C", "C", "C", "C", "C", "C", "N", "Si", "C", "C", "C", "H", "H", "H", "H", "H", "H", "H", "H", "H", "H", "H", "H", "H", "H", "H", "H", "H", "H", "H", "H", "H", "H", "S", "N", "C", "C", "C", "C", "C", "N", "C", "C", "N", "C", "C", "C", "C", "C", "N", "H", "H", "H", "H", "H", "H", "N", "C", "N", "O", "H", "H", "H", "H"],
  "coordinates": [[-0.18624, -0.04213, 0.12176], [2.44658, -0.02718, 3.82762], [1.74352, -0.28939, 2.53257], [0.78005, 0.42337, 2.05884], [0.49286, 1.54107, 2.82970], [-0.72260, 2.01880, 2.66955], [-0.94559, 3.18526, 3.35670], [-1.97486, 1.38566, 1.70472], [2.15827, -1.47429, 1.73894], [3.10858, -2.36902, 2.21247], [3.47153, -3.44169, 1.40808], [2.89026, -3.56545, 0.16373], [1.94721, -2.62420, -0.23306], [1.57686, -1.61318, 0.54399], [2.14531, 0.92515, 4.24587], [3.53130, -0.04286, 3.69184], [2.20921, -0.81716, 4.54598], [-0.30019, 3.38845, 4.10252], [-1.90480, 3.45263, 3.48830], [3.54591, -2.24097, 3.19075], [4.20094, -4.16081, 1.75820], [3.14340, -4.37534, -0.50617], [1.46928, -2.67716, -1.19923], [1.80795, -1.49894, -3.94601], [0.38454, -0.47302, -3.26786], [-1.02946, -0.45754, -4.50815], [0.99886, 1.30023, -3.31732], [-0.11152, -1.01649, -1.70038], [-0.78870, -2.24378, -1.57908], [-0.90367, -3.17772, -2.61560], [-1.56619, -4.39117, -2.47001], [-2.14128, -4.69810, -1.25430], [-2.03064, -3.79514, -0.20269], [-1.35588, -2.57511, -0.30981], [-1.20669, -1.64198, 0.74363], [-1.67887, -2.17812, 2.35182], [-0.76292, -3.77784, 2.73876], [-3.53963, -2.36505, 2.47520], [-1.27848, -1.14345, 3.85744], [2.22139, -1.02776, -4.84282], [1.51288, -2.51434, -4.21624], [2.60743, -1.59606, -3.20557], [-0.65183, -0.50254, -5.53434], [-1.57914, 0.48352, -4.40543], [-1.74126, -1.26987, -4.37496], [1.55389, 1.41120, -4.25547], [1.64834, 1.58742, -2.49225], [0.16783, 2.00587, -3.36898], [-0.45202, -2.96348, -3.57322], [-1.62407, -5.07786, -3.30529], [-2.67126, -5.63055, -1.10604], [-2.48936, -4.06387, 0.73468], [-1.06608, -4.64907, 2.16101], [-0.86670, -4.02083, 3.79973], [0.30293, -3.61800, 2.53904], [-3.99751, -3.09631, 1.81224], [-3.97734, -1.38738, 2.24748], [-3.81962, -2.61524, 3.50254], [-0.22617, -0.90707, 4.00657], [-1.58907, -1.79425, 4.68255], [-1.85112, -0.22099, 3.91325], [-3.07128, 6.05651, -3.78234], [-3.63109, 4.55256, -3.63771], [-2.80629, 3.91807, -2.82053], [-2.93752, 2.53348, -2.38164], [-4.01735, 1.72095, -2.72366], [-4.06970, 0.44976, -2.19950], [-3.04080, 0.01550, -1.36561], [-1.99632, 0.77705, -1.06332], [-1.95117, 2.02276, -1.54642], [-0.80944, 2.85222, -1.10113], [0.11206, 2.24953, -0.33238], [1.10103, 2.99284, 0.14889], [1.23766, 4.35178, -0.12628], [0.32528, 4.95831, -0.95579], [-0.72414, 4.19145, -1.45842], [-1.73852, 4.72731, -2.35967], [-1.76841, 5.96015, -2.83881], [-4.79031, 2.10721, -3.37470], [-4.89020, -0.21964, -2.41582], [-3.05101, -0.97217, -0.92497], [1.81711, 2.47802, 0.76920], [2.06254, 4.89958, 0.30682], [0.39661, 6.00436, -1.22331], [4.38488, 0.34869, -1.80847], [3.70025, 0.62471, -0.65912], [4.47070, 0.87335, 0.45064], [2.48145, 0.65845, -0.61831], [5.35392, 0.59649, -1.89871], [3.83323, 0.33212, -2.64974], [5.41896, 0.54029, 0.48234], [3.96456, 0.84646, 1.32040]],
  "atomic_forces_ev_per_a": [[-0.21, 0.36, 0.02], [0.04, 0.01, 0.06], [0.23, -0.50, -0.30], [0.29, 0.52, 0.72], [-0.17, -0.26, -0.34], [0.25, 0.22, 0.12], [-0.07, -0.07, -0.04], [0.17, -0.11, -0.03], [-0.11, 0.38, 0.32], [0.02, -0.17, -0.11], [0.04, 0.09, 0.17], [-0.09, -0.01, -0.15], [-0.02, -0.02, 0.10], [0.05, 0.30, -0.02], [-0.02, 0.01, -0.02], [0.00, 0.02, 0.00], [-0.02, 0.01, 0.00], [-0.01, 0.01, 0.01], [-0.01, 0.00, 0.01], [0.02, -0.01, 0.01], [0.00, -0.01, -0.02], [0.01, -0.01, 0.02], [0.02, 0.00, -0.02], [0.12, -0.15, -0.09], [-0.13, 0.00, 0.27], [-0.07, 0.04, -0.10], [0.07, 0.12, -0.01], [-0.09, -0.43, -0.03], [0.12, 0.16, -0.04], [0.01, -0.02, -0.02], [0.01, 0.03, -0.01], [0.00, 0.02, 0.03], [-0.06, 0.00, 0.01], [0.03, 0.14, 0.09], [-0.39, -0.62, -0.29], [0.13, -0.06, -0.39], [0.09, -0.15, 0.05], [-0.16, 0.09, 0.09], [0.07, 0.07, 0.07], [0.02, -0.02, 0.00], [0.02, 0.02, -0.02], [0.03, 0.05, 0.01], [-0.02, 0.01, 0.01], [-0.01, -0.01, 0.00], [-0.02, -0.06, 0.00], [0.00, 0.02, 0.00], [-0.03, -0.02, -0.04], [0.00, 0.01, 0.00], [0.00, 0.03, -0.03], [0.00, 0.00, 0.00], [0.00, 0.00, 0.00], [-0.04, 0.01, 0.00], [0.02, 0.00, 0.02], [0.01, -0.01, 0.00], [0.00, -0.01, 0.03], [0.02, -0.01, -0.04], [-0.03, -0.02, 0.02], [-0.02, -0.01, -0.02], [-0.03, -0.05, 0.00], [0.01, 0.07, 0.05], [-0.02, 0.01, 0.01], [-0.03, 0.12, -0.16], [-0.02, -0.10, 0.09], [-0.11, -0.29, 0.00], [-0.19, 0.33, -0.22], [0.03, -0.02, 0.01], [0.02, -0.04, 0.04], [0.02, 0.05, -0.01], [-0.12, -0.06, -0.05], [0.51, 0.21, 0.24], [-0.39, -0.42, -0.08], [0.02, 0.04, -0.10], [-0.06, -0.03, -0.07], [0.05, -0.06, 0.04], [-0.02, -0.02, -0.01], [-0.11, 0.36, -0.21], [0.27, -0.03, 0.15], [0.04, -0.04, 0.14], [0.00, -0.01, 0.00], [-0.01, 0.02, -0.01], [0.00, -0.01, -0.02], [0.00, 0.04, 0.03], [0.00, 0.01, -0.01], [0.00, 0.00, 0.01], [0.01, -0.02, 0.02], [-0.03, -0.04, 0.01], [0.02, 0.03, -0.01], [0.07, -0.01, 0.01], [0.00, 0.02, 0.00], [-0.03, -0.01, -0.02], [-0.01, -0.03, 0.00], [-0.01, 0.00, 0.02]]
}